Here is C6H12 as an isolated structure in a non-equilibrium geometry from OMol25. Energies are from ωB97M-V/def2-TZVPD.

Frontier orbital gap   7.4 eV
Highest occupied orbital energy   -6.7 eV

Atoms and positions in Å:
C -0.51 0.89 -1.67
C 0.65 -0.22 -1.50
C 0.21 -1.12 -0.27
C -0.03 -0.11 0.83
C 0.83 0.95 0.85
C -0.97 -0.41 1.84
H -1.53 0.56 -1.83
H -0.25 1.29 -0.73
H -0.25 1.49 -2.52
H 1.76 -0.01 -1.58
H 0.56 -0.80 -2.50
H 1.16 -1.60 -0.01
H -0.80 -1.58 -0.33
H 1.19 -0.09 1.60
H 0.71 2.01 1.10
H -1.16 -1.42 2.05
H -1.82 0.14 1.55
H -0.68 0.06 2.76

Here is C14H30BrIrN3P2 as an isolated structure in a non-equilibrium geometry from OMol25. Energies are from ωB97M-V/def2-TZVPD.

Frontier orbital gap (spin up / spin down)   5.6 / 5.6 eV
Highest occupied orbital energy (spin up / spin down)   -17.5 / -17.5 eV
Net charge   +3

Atoms and positions in Å:
Ir -0.27 -0.08 -0.40
C 3.48 -0.74 -1.33
P 2.27 0.34 -0.50
C 2.89 2.01 -0.91
C 2.67 0.20 1.31
C 1.76 1.07 2.17
P -0.04 0.65 2.00
C -0.89 2.15 2.60
C -0.34 -0.61 3.29
H 4.49 -0.44 -1.05
H 3.39 -0.64 -2.41
H 3.35 -1.79 -1.07
H 3.92 2.10 -0.58
H 2.31 2.79 -0.41
H 2.86 2.18 -1.99
H 3.71 0.50 1.44
H 2.59 -0.85 1.61
H 1.89 2.13 1.93
H 2.03 0.94 3.23
H -0.32 2.57 3.43
H -1.88 1.89 2.97
H -0.98 2.90 1.82
H -0.13 -0.18 4.27
H 0.31 -1.47 3.13
H -1.37 -0.94 3.26
N -2.48 0.16 -1.22
C -3.20 1.27 -0.57
C -2.87 2.67 -1.12
C -1.64 2.72 -2.03
N -0.43 2.21 -1.36
H -2.55 0.26 -2.23
H -2.97 -0.70 -0.96
H -2.98 1.21 0.50
H -4.28 1.12 -0.67
H -2.73 3.35 -0.28
H -3.71 3.05 -1.70
H -1.49 3.76 -2.33
H -1.80 2.15 -2.95
H -0.22 2.86 -0.60
H 0.34 2.26 -2.02
Br -3.11 -5.50 -1.49
C -1.50 -4.56 -1.04
C -0.30 -5.24 -0.84
C 0.82 -4.50 -0.50
C 0.71 -3.12 -0.39
N -0.44 -2.46 -0.60
C -1.52 -3.17 -0.92
H -0.25 -6.31 -0.93
H 1.77 -4.98 -0.34
H 1.57 -2.53 -0.13
H -2.44 -2.64 -1.09

Here is C15H16F6N4O3PtS as an isolated structure in a non-equilibrium geometry from OMol25. Energies are from ωB97M-V/def2-TZVPD.

2S+1   5
Frontier orbital gap (spin up / spin down)   6.6 / 5.9 eV
Highest occupied orbital energy (spin up / spin down)   -7.0 / -8.3 eV
⟨S²⟩   6.0949

Atoms and positions in Å:
Pt 0.76 0.01 -0.26
N 4.56 -1.52 1.35
C 3.34 -0.96 1.17
S 3.24 0.42 0.13
N 2.34 -1.45 1.86
N 1.16 -0.94 1.71
C 0.10 -1.33 2.38
C -0.97 -0.46 2.64
C -2.09 -0.88 3.38
C -3.08 0.00 3.74
C -2.98 1.36 3.38
C -1.91 1.81 2.66
C -0.85 0.94 2.24
O 0.15 1.37 1.63
H 5.29 -1.27 0.71
H 4.57 -2.42 1.79
H 0.09 -2.32 2.83
H -2.16 -1.92 3.67
H -3.92 -0.34 4.32
H -3.76 2.04 3.69
H -1.82 2.86 2.40
N 3.41 -3.64 -2.03
C 2.54 -2.72 -1.56
O 2.11 -2.74 -0.43
C 2.18 -1.63 -2.54
C 0.86 -0.97 -2.15
H 3.61 -4.45 -1.46
H 3.66 -3.67 -3.00
H 2.11 -2.06 -3.55
H 2.98 -0.89 -2.56
H 0.06 -1.72 -2.09
H 0.60 -0.23 -2.90
C -2.69 2.73 -0.60
C -1.73 1.78 -1.34
O -1.30 0.77 -0.57
C -2.49 1.19 -2.56
F -2.89 2.13 -3.44
F -1.76 0.31 -3.25
F -3.59 0.55 -2.16
C -0.55 2.65 -1.87
F -0.93 3.84 -2.34
F 0.15 2.07 -2.86
F 0.33 2.88 -0.89
H -3.46 2.13 -0.13
H -3.14 3.45 -1.29
H -2.13 3.26 0.17

| no. | calculated total energy (Eh) |
| --- | --- |
| 1 | -235.5512 |
| 2 | -4075.7918 |
| 3 | -2142.5054 |